[1]
ORCA calculation (ωB97M-V/def2-TZVPD) on 2 unconnected molecules or ions with the total composition CH4O2S.

Calculated values
orbital gap: 10.48 eV
relative energy (zero: lowest compared OMol25 entry of this formula, charge and spin): 0.126 eV
maximum force: 0.01962 Eh/bohr
LUMO energy: 0.5 eV
HOMO energy: -9.9 eV
SMILES: O=CO.S
energy: -589.16328 a.u.

The geometry in XYZ format:
```
8
CH4O2S (ωB97M-V/def2-TZVPD)
S -0.515 3.644 0.735
H -1.297 3.955 -0.309
H -1.069 2.423 0.777
O 1.783 -2.468 0.040
C 0.596 -2.396 -0.117
O -0.049 -1.319 -0.563
H -0.065 -3.206 0.183
H 0.615 -0.633 -0.747
```

Computed Mulliken charges, given in elementary charges: number 1, S, carries -0.2854; number 2, H, carries 0.1472; number 3, H, carries 0.1386; number 4, O, carries -0.4750; number 5, C, carries 0.2188; number 6, O, carries -0.4043; number 7, H, carries 0.3270; number 8, H, carries 0.3331

[2]
ORCA calculation (ωB97M-V/def2-TZVPD) on a single CH4O2S molecule.

Calculated values
orbital gap (alpha / beta): 5.19 / 7.94 eV
relative energy (zero: lowest compared OMol25 entry of this formula, charge and spin): 1.782 eV
maximum force: 0.10608 Eh/bohr
multiplicity: 3
LUMO energy (alpha / beta): 0.8 / -3.2 eV
HOMO energy (alpha / beta): -4.4 / -11.2 eV
energy: -588.94331 a.u.

The geometry in XYZ format:
```
8
CH4O2S (ωB97M-V/def2-TZVPD)
C 0.057 0.208 0.059
O 1.014 0.022 -0.792
O -1.197 0.739 -0.551
S -0.412 -1.253 0.981
H 0.334 1.000 0.829
H 0.740 -0.710 -1.340
H -1.382 1.624 -0.144
H 0.846 -1.631 0.958
```

Computed Mulliken charges, given in elementary charges: number 1, C, carries -0.2234; number 2, O, carries -0.2816; number 3, O, carries -0.3909; number 4, S, carries -0.0793; number 5, H, carries 0.2527; number 6, H, carries 0.3207; number 7, H, carries 0.3117; number 8, H, carries 0.0901

[3]
ORCA calculation (ωB97M-V/def2-TZVPD) on a single CH4O2S3 molecule.

Calculated values
orbital gap: 9.52 eV
relative energy (zero: lowest compared OMol25 entry of this formula, charge and spin): 0.461 eV
maximum force: 0.11282 Eh/bohr
LUMO energy: 0.4 eV
HOMO energy: -9.2 eV
energy: -1385.47022 a.u.

The geometry in XYZ format:
```
10
CH4O2S3 (ωB97M-V/def2-TZVPD)
C -1.195 0.080 0.291
O 3.665 0.804 -0.090
O 1.268 1.176 0.339
S 2.040 -1.446 -0.614
S -0.072 1.128 -0.698
S 2.411 -0.021 0.532
H -1.674 0.599 1.153
H -1.868 -0.257 -0.362
H -0.466 -0.835 0.603
H 3.834 0.688 -1.013
```

Mulliken atomic charge list, values in e, 8 entries: number 1, C, carries -0.6808; number 2, O, carries -0.4247; number 3, O, carries -0.2964; number 4, S, carries -0.2964; number 5, S, carries 0.1002; number 6, S, carries 0.5034; number 7, H, carries 0.2526; number 8, H, carries 0.3338

[4]
ORCA calculation (ωB97M-V/def2-TZVPD) on a single CH4O3S molecule.

Calculated values
orbital gap: 10.03 eV
relative energy (zero: lowest compared OMol25 entry of this formula, charge and spin): 2.071 eV
maximum force: 0.08003 Eh/bohr
LUMO energy: 0.5 eV
HOMO energy: -9.5 eV
SMILES: OC(O)(O)S
energy: -664.34605 a.u.

The geometry in XYZ format:
```
9
CH4O3S (ωB97M-V/def2-TZVPD)
C 0.011 -0.022 -0.203
O 1.278 0.017 -0.649
O -0.363 1.115 0.451
O 0.056 -1.183 0.889
S -1.238 -0.512 -1.444
H 0.018 -1.414 1.891
H 1.807 -0.544 -0.110
H 0.253 1.787 0.666
H -1.823 0.756 -1.491
```

Mulliken atomic charge list, values in e, 8 entries: number 1, C, carries 0.7327; number 2, O, carries -0.4453; number 3, O, carries -0.4803; number 4, O, carries -0.6708; number 5, S, carries -0.2237; number 6, H, carries 0.3096; number 7, H, carries 0.3078; number 8, H, carries 0.3180

[5]
ORCA calculation (ωB97M-V/def2-TZVPD) on a molecular structure, CH4O5PS.

Calculated values
orbital gap: 8.55 eV
maximum force: 0.07005 Eh/bohr
charge: -1
LUMO energy: 3.6 eV
HOMO energy: -4.9 eV
energy: -1156.35626 a.u.

The geometry in XYZ format:
```
12
CH4O5PS (ωB97M-V/def2-TZVPD)
C 1.977 0.489 0.215
P 0.398 -0.497 0.562
O 0.747 -2.124 0.271
O -0.612 -0.033 -0.709
S -2.094 0.540 -0.189
O -1.819 1.816 0.477
O -2.842 0.782 -1.428
O -2.707 -0.526 0.684
H 2.747 -0.167 -0.263
H 2.419 0.874 1.160
H 1.730 1.338 -0.471
H 0.057 -2.494 -0.309
```

Mulliken atomic charge list, values in e, 8 entries: number 1, C, carries -0.8618; number 2, P, carries 0.3244; number 3, O, carries -0.5216; number 4, O, carries -0.2498; number 5, S, carries 1.1685; number 6, O, carries -0.6552; number 7, O, carries -0.6513; number 8, O, carries -0.6615

[6]
ORCA calculation (ωB97M-V/def2-TZVPD) on a single CH4OP2 molecule.

Calculated values
orbital gap: 8.49 eV
relative energy (zero: lowest compared OMol25 entry of this formula, charge and spin): 0.293 eV
maximum force: 0.05918 Eh/bohr
LUMO energy: -0.7 eV
HOMO energy: -9.2 eV
SMILES: O=PCP
energy: -798.40531 a.u.

The geometry in XYZ format:
```
8
CH4OP2 (ωB97M-V/def2-TZVPD)
C 0.270 -0.147 0.810
O 0.891 0.938 -1.509
P 0.600 1.403 -0.161
P -1.039 -1.006 -0.149
H 1.219 -0.766 0.873
H -0.006 0.159 1.765
H -1.606 0.283 -0.268
H -0.329 -0.865 -1.361
```

Computed Mulliken charges, given in elementary charges: number 1, C, carries -0.7103; number 2, O, carries -0.4094; number 3, P, carries 0.3366; number 4, P, carries -0.0213; number 5, H, carries 0.3131; number 6, H, carries 0.3811; number 7, H, carries 0.0168; number 8, H, carries 0.0935

[7]
ORCA calculation (ωB97M-V/def2-TZVPD) on 2 unconnected molecules or ions with the total composition CH4OS2.

Calculated values
orbital gap: 9.72 eV
relative energy (zero: lowest compared OMol25 entry of this formula, charge and spin): 0.343 eV
maximum force: 0.07129 Eh/bohr
LUMO energy: 0.3 eV
HOMO energy: -9.4 eV
SMILES: OC=S.S
energy: -912.07894 a.u.

The geometry in XYZ format:
```
8
CH4OS2 (ωB97M-V/def2-TZVPD)
C -1.313 0.283 0.556
O -0.960 -0.607 -0.367
S 2.959 0.114 -0.719
S -2.377 0.139 1.661
H -0.858 1.265 0.301
H -1.502 -1.385 -0.324
H 1.905 -0.372 -1.306
H 2.145 0.564 0.198
```

Computed Mulliken charges, given in elementary charges: number 1, C, carries 0.0935; number 2, O, carries -0.3473; number 3, S, carries -0.2365; number 4, S, carries -0.3216; number 5, H, carries 0.2800; number 6, H, carries 0.3025; number 7, H, carries 0.1240; number 8, H, carries 0.1054

[8]
ORCA calculation (ωB97M-V/def2-TZVPD) on a molecular structure, CH4OTl.

Calculated values
orbital gap (alpha / beta): 6.43 / 7.89 eV
maximum force: 0.14599 Eh/bohr
multiplicity: 2
charge: +4
LUMO energy (alpha / beta): -29.4 / -30.5 eV
HOMO energy (alpha / beta): -35.8 / -38.3 eV
energy: -285.45446 a.u.

The geometry in XYZ format:
```
7
CH4OTl (ωB97M-V/def2-TZVPD)
Tl 22.393 -6.119 18.669
C 23.593 -3.621 21.168
O 22.849 -3.574 19.969
H 23.905 -2.586 21.305
H 22.897 -3.967 21.932
H 24.448 -4.277 21.000
H 22.694 -2.650 19.761
```

Computed Mulliken charges, given in elementary charges: number 1, Tl, carries 2.0056; number 2, C, carries 0.1050; number 3, O, carries 0.0888; number 4, H, carries 0.4421; number 5, H, carries 0.4698; number 6, H, carries 0.4031; number 7, H, carries 0.4854

[9]
ORCA calculation (ωB97M-V/def2-TZVPD) on a single CH4P2 molecule.

Calculated values
orbital gap: 8.85 eV
relative energy (zero: lowest compared OMol25 entry of this formula, charge and spin): 1.428 eV
maximum force: 0.07379 Eh/bohr
LUMO energy: -0.2 eV
HOMO energy: -9.0 eV
SMILES: [H]/P=C/P
energy: -723.09441 a.u.

The geometry in XYZ format:
```
7
CH4P2 (ωB97M-V/def2-TZVPD)
C 0.314 -0.333 0.265
P 1.741 0.518 0.053
P -1.616 0.432 0.103
H 0.354 -1.031 1.042
H 2.454 -0.583 0.330
H -1.126 1.487 -0.838
H -2.121 -0.489 -0.955
```

Computed Mulliken charges, given in elementary charges: number 1, C, carries -0.3604; number 2, P, carries -0.0156; number 3, P, carries -0.0721; number 4, H, carries 0.3162; number 5, H, carries 0.0010; number 6, H, carries 0.0542; number 7, H, carries 0.0766

[10]
ORCA calculation (ωB97M-V/def2-TZVPD) on 2 unconnected molecules or ions with the total composition CH4S3.

Calculated values
orbital gap: 8.59 eV
relative energy (zero: lowest compared OMol25 entry of this formula, charge and spin): 0.802 eV
maximum force: 0.01649 Eh/bohr
LUMO energy: -0.3 eV
HOMO energy: -8.9 eV
SMILES: S=CS.S
energy: -1235.02340 a.u.

The geometry in XYZ format:
```
8
CH4S3 (ωB97M-V/def2-TZVPD)
C 0.629 1.072 1.927
S 2.300 0.736 1.655
S -0.313 2.036 1.026
S -2.288 -0.839 -1.816
H 0.249 0.567 2.807
H 2.426 1.495 0.560
H -1.211 -0.764 -2.581
H -1.654 -1.530 -0.879
```

Computed Mulliken charges, given in elementary charges: number 1, C, carries -0.1601; number 2, S, carries -0.1095; number 3, S, carries -0.1916; number 4, S, carries -0.2804; number 5, H, carries 0.3022; number 6, H, carries 0.1622; number 7, H, carries 0.1403; number 8, H, carries 0.1369

Q: Among the records above, which one has the highest energy?
A: CH4OTl